The following is a quantum chemistry calculation of a structure of composition C56H52BrN5O4Si2TeTi, from OMol25.

The geometry in ORCA input format:
```
! wB97M-V def2-TZVPD RIJCOSX def2/J DEFGRID3
* xyz 0 1
Ti 0.221 0.291 -0.237
O -3.395 -0.516 0.858
C -2.245 -0.867 0.948
N -1.374 -1.057 -0.123
C -1.915 -1.695 -1.207
O -2.976 -2.279 -1.283
C -0.988 -1.686 -2.397
C -1.403 -2.208 -3.612
C -0.516 -2.176 -4.673
C 0.749 -1.645 -4.472
C 1.070 -1.138 -3.224
N 0.214 -1.146 -2.207
C -1.623 -1.092 2.298
C -2.440 -1.056 3.421
C -1.864 -1.283 4.658
C -0.504 -1.534 4.720
C 0.228 -1.524 3.544
N -0.310 -1.306 2.347
H -2.402 -2.612 -3.690
H -0.805 -2.568 -5.640
H 1.488 -1.625 -5.262
H 2.051 -0.735 -3.020
H -3.493 -0.846 3.300
H -2.464 -1.261 5.559
H -0.004 -1.715 5.662
H 1.299 -1.686 3.571
C 2.947 -0.881 1.701
Si 1.966 0.739 1.679
C 3.137 2.170 1.285
C 1.321 1.187 3.393
C 1.940 0.983 4.625
C 1.348 1.443 5.792
C 0.137 2.126 5.733
C -0.472 2.355 4.507
C 0.112 1.890 3.327
Si -0.590 2.112 1.577
C -0.030 3.804 0.897
C -2.456 2.326 1.925
H 3.477 -0.945 2.659
H 3.686 -0.893 0.901
H 2.316 -1.765 1.597
H 3.966 2.124 2.000
H 2.629 3.123 1.448
H 3.556 2.139 0.282
H 2.885 0.450 4.686
H 1.827 1.271 6.749
H -0.329 2.482 6.645
H -1.416 2.889 4.480
H 0.285 4.450 1.723
H -0.874 4.295 0.405
H 0.795 3.750 0.184
H -2.570 3.338 2.332
H -2.773 1.625 2.699
H -3.150 2.225 1.094
C 3.711 4.293 -5.162
C 3.187 3.323 -4.138
C 3.981 2.304 -3.630
C 3.536 1.447 -2.635
C 4.441 0.384 -2.112
O 4.602 0.194 -0.926
C 5.134 -0.495 -3.111
C 4.620 -0.708 -4.388
C 5.241 -1.601 -5.250
C 6.386 -2.270 -4.844
C 6.905 -2.057 -3.573
C 6.276 -1.181 -2.705
C 2.225 1.587 -2.124
O 1.819 0.842 -1.142
C 1.349 2.523 -2.733
C 1.877 3.396 -3.694
C -0.088 2.544 -2.435
N -0.665 1.789 -1.561
C -2.146 1.822 -1.440
C -2.844 1.250 -2.667
Te -4.860 0.565 -2.326
C -4.642 -0.906 -3.816
C -5.009 -2.219 -3.545
C -4.823 -3.212 -4.501
C -4.244 -2.906 -5.724
C -3.871 -1.595 -5.997
C -4.083 -0.599 -5.054
C -0.901 3.494 -3.263
C -1.185 3.194 -4.594
C -1.929 4.073 -5.362
C -2.388 5.263 -4.808
C -2.095 5.570 -3.490
C -1.349 4.688 -2.716
H 4.750 4.076 -5.412
H 3.669 5.320 -4.794
H 3.132 4.253 -6.086
H 4.992 2.182 -4.007
H 3.732 -0.177 -4.706
H 4.831 -1.773 -6.237
H 6.876 -2.963 -5.517
H 7.799 -2.581 -3.260
H 6.649 -1.021 -1.701
H 1.242 4.158 -4.122
H -2.460 2.847 -1.239
H -2.401 1.231 -0.566
H -2.288 0.398 -3.056
H -2.933 1.984 -3.461
H -5.401 -2.483 -2.571
H -5.116 -4.230 -4.273
H -4.088 -3.681 -6.463
H -3.430 -1.344 -6.954
H -3.808 0.424 -5.290
H -0.823 2.264 -5.019
H -2.152 3.832 -6.394
H -2.972 5.950 -5.405
H -2.444 6.500 -3.059
H -1.107 4.928 -1.688
Br 3.226 -3.203 -1.194
C 1.957 -4.032 -0.039
C 2.415 -5.001 0.846
C 1.478 -5.581 1.680
C 0.151 -5.178 1.598
C -0.181 -4.196 0.682
N 0.714 -3.626 -0.128
H 3.459 -5.274 0.872
H 1.781 -6.341 2.389
H -0.611 -5.609 2.232
H -1.199 -3.833 0.589
*
```

Computed properties:
F_max in eV/A: 0.71
Relative energy (zero: lowest compared OMol25 entry of this formula, charge and spin) in kJ/mol: 70.2

---

The following is a quantum chemistry calculation of a structure of composition C56H54BrFN6O5PbS3, from OMol25.

The geometry in ORCA input format:
```
! wB97M-V def2-TZVPD RIJCOSX def2/J DEFGRID3
* xyz 2 1
Pb -1.250 0.525 0.761
F 5.417 -0.804 -1.601
C 4.479 -0.120 -2.296
C 3.302 0.158 -1.664
C 2.308 0.906 -2.296
C 1.058 1.212 -1.585
O 0.875 0.720 -0.449
C 0.177 2.105 -2.271
C 0.490 2.505 -3.537
N 1.583 2.127 -4.230
C 1.751 2.559 -5.604
C 0.566 2.527 -6.513
C 1.664 1.523 -6.689
C 2.548 1.355 -3.600
C 3.749 1.036 -4.238
C 4.745 0.308 -3.607
N 5.938 0.013 -4.310
C 6.614 1.092 -5.016
C 7.159 0.549 -6.341
N 7.445 -0.920 -6.176
C 7.999 -1.194 -4.810
C 6.889 -0.965 -3.778
C -1.114 2.699 -1.732
O -1.564 3.672 -2.313
O -1.678 2.125 -0.724
H 3.146 -0.181 -0.647
H -0.179 3.195 -4.031
H 2.462 3.368 -5.720
H 0.472 3.325 -7.235
H -0.374 2.178 -6.109
H 2.324 1.618 -7.541
H 1.465 0.505 -6.382
H 3.901 1.370 -5.255
H 7.424 1.514 -4.409
H 5.925 1.901 -5.229
H 8.086 1.045 -6.620
H 6.443 0.658 -7.153
H 8.085 -1.236 -6.903
H 6.573 -1.440 -6.279
H 8.843 -0.522 -4.672
H 8.362 -2.217 -4.764
H 7.361 -0.655 -2.844
H 6.359 -1.896 -3.589
O -1.642 2.293 2.690
S -2.788 2.174 3.663
C -2.857 3.695 4.591
C -2.664 4.919 3.969
C -2.756 6.073 4.728
C -3.044 5.994 6.088
C -3.234 4.762 6.698
C -3.134 3.598 5.946
C -4.275 2.391 2.685
C -5.495 2.070 3.266
C -6.650 2.182 2.506
C -6.571 2.602 1.182
C -5.340 2.910 0.616
C -4.177 2.802 1.367
H -2.440 4.962 2.909
H -2.611 7.037 4.259
H -3.119 6.900 6.675
H -3.451 4.707 7.756
H -3.270 2.627 6.410
H -5.542 1.746 4.302
H -7.610 1.943 2.947
H -7.473 2.688 0.589
H -5.277 3.238 -0.415
H -3.212 3.026 0.928
S 1.131 -0.906 2.965
C 2.543 -0.279 3.867
C 2.233 0.374 5.056
C 3.256 0.856 5.858
C 4.581 0.690 5.479
C 4.879 0.041 4.290
C 3.862 -0.448 3.478
H 1.196 0.501 5.350
H 3.014 1.357 6.787
H 5.377 1.064 6.109
H 5.910 -0.097 3.989
H 4.103 -0.959 2.554
Br -5.995 -1.810 4.596
C -4.165 -2.274 4.485
C -3.686 -3.427 5.077
C -2.344 -3.728 4.904
C -1.556 -2.875 4.144
N -2.020 -1.755 3.584
C -3.307 -1.459 3.767
H -4.340 -4.068 5.653
H -1.918 -4.615 5.353
H -0.506 -3.090 3.978
H -3.674 -0.546 3.316
S 1.865 -1.829 1.317
C 2.118 -3.516 1.837
C 2.482 -3.868 3.130
C 2.703 -5.205 3.435
C 2.566 -6.184 2.460
C 2.207 -5.826 1.168
C 1.979 -4.493 0.853
H 2.586 -3.110 3.896
H 2.991 -5.481 4.442
H 2.738 -7.223 2.706
H 2.093 -6.586 0.405
H 1.698 -4.200 -0.154
C -4.400 -2.608 0.859
C -4.727 -1.148 0.709
C -6.162 -0.804 0.427
O -3.893 -0.272 0.843
H -5.099 -3.057 1.570
H -3.378 -2.757 1.202
H -4.556 -3.108 -0.101
H -6.652 -1.570 -0.175
H -6.236 0.175 -0.043
H -6.677 -0.759 1.393
N -1.901 -3.158 -2.066
C -1.417 -2.422 -1.035
N -1.819 -1.181 -1.075
C -2.624 -1.073 -2.209
C -3.329 0.020 -2.716
C -4.061 -0.184 -3.869
C -4.113 -1.439 -4.499
C -3.434 -2.531 -3.997
C -2.688 -2.318 -2.842
H -1.735 -4.136 -2.224
H -0.771 -2.836 -0.270
H -3.305 0.978 -2.209
H -4.614 0.642 -4.298
H -4.708 -1.554 -5.397
H -3.496 -3.504 -4.469
*
```

Computed properties:
F_max in eV/A: 0.28
Relative energy (zero: lowest compared OMol25 entry of this formula, charge and spin) in kJ/mol: 20.9